Density functional theory data (wB97M-V/def2-TZVPD) for a cluster of 2 separate species, C5H9ClN2 in total in a non-equilibrium geometry.

Summary:
HOMO (spin up / spin down) ... -7.5570 / -7.5578 eV
Calculated total energy ... -765.4975 Eh
2S+1 ... 1
Orbital gap (spin up / spin down) ... 8.28 / 8.28 eV
Relative energy (zero: lowest compared OMol25 entry of this formula, charge and spin) ... 3.607 eV

Structure (XYZ):
```
17
C5H9ClN2, DFT wB97M-V/def2-TZVPD
C -2.149 -1.240 -0.071
C -0.806 0.709 0.061
C -1.202 -2.302 0.234
C 2.713 1.160 -0.368
C 1.394 1.613 0.240
N -3.281 -0.904 -0.338
N 0.406 0.560 0.131
Cl -1.801 2.107 0.057
H -1.530 -3.260 -0.177
H -0.217 -2.041 -0.146
H -1.128 -2.384 1.318
H 3.066 0.261 0.131
H 2.587 0.943 -1.425
H 3.458 1.944 -0.251
H 1.038 2.531 -0.245
H 1.529 1.823 1.307
H -4.078 -1.520 -0.458
```

=====

Density functional theory data (wB97M-V/def2-TZVPD) for a structure of composition C5H9ClNO3STa in a non-equilibrium geometry.

Summary:
Total charge ... -2
HOMO ... 0.1469 eV
Calculated total energy ... -1391.6554 Eh
2S+1 ... 1
Orbital gap ... 5.09 eV

Structure (XYZ):
```
21
C5H9ClNO3STa, DFT wB97M-V/def2-TZVPD
C -2.011 0.919 2.298
C -1.421 0.773 0.790
Cl -2.179 -0.787 0.143
C 0.170 0.705 0.941
Ta 1.347 0.096 -0.957
O 3.044 -0.259 0.330
N -0.360 0.471 -2.284
C -0.577 -0.494 -3.118
S -1.096 -1.717 -4.099
C 0.861 -2.153 -0.740
O 0.616 -2.555 0.464
O 0.844 -3.086 -1.748
H -3.143 1.018 2.325
H -1.458 1.712 2.901
H -1.762 -0.085 2.801
H -1.788 1.681 0.199
H 0.375 -0.035 1.797
H 0.529 1.737 1.318
H 2.376 -0.261 -2.448
H 1.920 1.882 -1.107
H 3.714 0.438 0.195
```